Record 1
Density functional theory data (ωB97M-V/def2-TZVPD) for a cluster of 2 separate species, C3H4ClFO in total in a non-equilibrium geometry.

Cartesian coordinates (Å):
1 C -2.439 -0.483 -0.344
2 C 1.362 1.184 -0.252
3 C 1.492 -0.166 -0.290
4 O -1.913 -1.525 0.107
5 F 1.448 -0.931 0.769
6 Cl -2.446 0.838 0.787
7 H 1.526 1.792 0.579
8 H 1.167 1.635 -1.269
9 H 1.217 -0.810 -1.054
10 H -1.415 -1.533 0.965

The HOMO energy is -9.396 eV. Its LUMO energy is 0.636 eV. The spin multiplicity is 1. The charge is 0. The value obtained for the relative energy (zero: lowest compared OMol25 entry of this formula, charge and spin) is 73.60 kcal/mol.

---

Record 2
Density functional theory data (ωB97M-V/def2-TZVPD) for the molecule C3H4ClFO in a non-equilibrium geometry.

Cartesian coordinates (Å):
1 O -0.531 0.862 -1.482
2 C 0.385 0.890 -0.302
3 C 0.256 -0.433 0.367
4 C -0.637 -1.356 0.816
5 F -0.207 -2.362 1.612
6 Cl -2.265 -1.539 0.141
7 H -0.497 1.813 -1.923
8 H 0.494 1.709 0.479
9 H 1.651 0.933 -0.448
10 H 1.351 -0.516 0.739

The SMILES is OC/C=C(/F)Cl. The HOMO energy is -9.339 eV. Its LUMO energy is 0.507 eV. The spin multiplicity is 1. The charge is 0. The value obtained for the relative energy (zero: lowest compared OMol25 entry of this formula, charge and spin) is 58.30 kcal/mol.

---

Record 3
Density functional theory data (ωB97M-V/def2-TZVPD) for the molecule C3H4ClFS in a non-equilibrium geometry.

Cartesian coordinates (Å):
1 F 0.270 1.742 -0.095
2 C 0.252 0.423 -0.453
3 C 1.383 -0.292 0.306
4 S 2.199 -1.587 -0.138
5 C -1.145 0.014 0.086
6 Cl -1.658 -1.711 -0.079
7 H 0.328 0.276 -1.532
8 H 1.563 0.246 1.238
9 H -1.885 0.631 -0.485
10 H -1.307 0.257 1.154

The SMILES is F[C@@H](C=S)CCl. The HOMO energy is -9.184 eV. Its LUMO energy is -0.614 eV. The spin multiplicity is 1. The charge is 0. The value obtained for the relative energy (zero: lowest compared OMol25 entry of this formula, charge and spin) is 13.66 kcal/mol.

---

Record 4
Density functional theory data (ωB97M-V/def2-TZVPD) for a cluster of 2 separate species, C3H4ClIO in total in a non-equilibrium geometry.

Cartesian coordinates (Å):
1 C -1.679 -2.246 -0.357
2 C 0.164 0.218 -0.339
3 C -1.137 -0.064 0.386
4 O -1.285 -2.621 -1.405
5 Cl -2.891 -3.065 0.563
6 I -2.747 1.181 -0.069
7 H 1.019 -0.488 -0.040
8 H -0.151 0.081 -1.430
9 H 0.375 1.379 -0.170
10 H -1.084 -0.353 1.451

The HOMO energy (alpha / beta) is -8.629 / -8.632 eV. Its LUMO energy (alpha / beta) is -0.597 / -0.595 eV. The spin multiplicity is 1. The charge is 0. The value obtained for the relative energy (zero: lowest compared OMol25 entry of this formula, charge and spin) is 50.80 kcal/mol.

---

Record 5
Density functional theory data (ωB97M-V/def2-TZVPD) for a cluster of 2 separate species, C3H4ClN2O2S2 in total in a non-equilibrium geometry.

Cartesian coordinates (Å):
1 C -0.509 0.314 1.128
2 C -0.841 1.544 0.375
3 C 2.391 -0.438 -0.663
4 N 0.596 -0.250 0.932
5 N 1.406 0.308 0.096
6 O -1.890 -0.150 -0.823
7 O -1.684 2.403 0.536
8 S 0.643 1.688 -0.708
9 S -3.235 -0.775 -0.736
10 Cl -3.272 -2.606 0.416
11 H -1.188 -0.203 1.957
12 H 1.819 -1.057 -1.342
13 H 3.066 0.304 -1.184
14 H 2.698 -1.083 0.016

The HOMO energy is -2.595 eV. Its LUMO energy is 2.976 eV. The spin multiplicity is 1. The charge is -1. The value obtained for the relative energy (zero: lowest compared OMol25 entry of this formula, charge and spin) is 15.29 kcal/mol.

---

Record 6
Density functional theory data (ωB97M-V/def2-TZVPD) for the molecule C3H4ClN3S.

Cartesian coordinates (Å):
1 N 2.677 -0.041 0.072
2 C 1.417 -0.560 -0.027
3 N 1.114 -1.834 0.019
4 C -0.278 -1.897 0.032
5 C -0.784 -0.641 0.013
6 Cl -2.399 -0.037 -0.012
7 N 0.299 0.249 -0.054
8 S 0.273 1.946 -0.057
9 H 3.357 -0.716 -0.234
10 H 2.790 0.905 -0.317
11 H -0.815 -2.840 0.036
12 H 0.326 2.117 1.272

The SMILES is Nc1ncc(Cl)n1S. The HOMO energy is -8.102 eV. Its LUMO energy is 0.430 eV. The spin multiplicity is 1. The charge is 0. The value obtained for the relative energy (zero: lowest compared OMol25 entry of this formula, charge and spin) is 12.25 kcal/mol.

---

Record 7
Density functional theory data (ωB97M-V/def2-TZVPD) for the molecule C3H4ClNO2 in a non-equilibrium geometry.

Cartesian coordinates (Å):
1 C 0.289 -0.189 -0.576
2 C -0.374 -1.521 -0.441
3 O -0.535 -2.370 -1.240
4 N -1.017 -1.765 1.011
5 Cl -1.252 -3.437 1.289
6 C -1.052 -0.916 2.024
7 O -1.089 -1.314 3.152
8 H 1.315 -0.311 -1.005
9 H -0.223 0.335 -1.281
10 H 0.393 0.233 0.482
11 H -0.848 0.075 1.756

The SMILES is CC(=O)N(Cl)C=O. The HOMO energy is -10.054 eV. Its LUMO energy is 0.521 eV. The spin multiplicity is 1. The charge is 0. The value obtained for the relative energy (zero: lowest compared OMol25 entry of this formula, charge and spin) is 45.91 kcal/mol.

---

Record 8
Density functional theory data (ωB97M-V/def2-TZVPD) for a structure of composition C3H4ClNS in a non-equilibrium geometry.

Cartesian coordinates (Å):
1 C -0.532 0.686 -0.430
2 C 0.460 -0.455 -0.125
3 C 0.179 -1.728 0.425
4 H -0.080 1.572 1.851
5 H -1.572 0.700 -1.279
6 H 0.301 1.652 -0.876
7 H 1.412 0.029 0.418
8 N 0.462 -2.914 0.926
9 S -1.612 1.189 0.993
10 Cl 0.982 -0.730 -1.903

The HOMO energy is -9.888 eV. Its LUMO energy is -0.867 eV. The spin multiplicity is 1. The charge is 0. The value obtained for the relative energy (zero: lowest compared OMol25 entry of this formula, charge and spin) is 121.83 kcal/mol.

---

Record 9
Density functional theory data (ωB97M-V/def2-TZVPD) for the molecule C3H4ClNS2 in a non-equilibrium geometry.

Cartesian coordinates (Å):
1 C 0.994 -0.372 -0.833
2 C 2.257 -0.002 -0.673
3 C 0.031 -0.546 0.411
4 N -1.249 -0.078 0.173
5 S -2.605 -0.930 -0.061
6 S -1.420 1.696 0.394
7 Cl 3.114 0.774 0.476
8 H 1.038 -0.704 -1.872
9 H -0.017 -1.539 0.704
10 H 0.539 0.154 1.134
11 H -2.683 1.546 0.147

The HOMO energy (alpha / beta) is -8.899 / -8.162 eV. Its LUMO energy (alpha / beta) is -0.986 / -0.736 eV. The spin multiplicity is 1. The charge is 0. The value obtained for the relative energy (zero: lowest compared OMol25 entry of this formula, charge and spin) is 112.08 kcal/mol.

---

Record 10
Density functional theory data (ωB97M-V/def2-TZVPD) for the ion C3H4ClO3S with charge -1 in a non-equilibrium geometry.

Cartesian coordinates (Å):
1 C 1.450 -0.130 -0.680
2 C -0.035 0.126 -0.368
3 Cl -1.008 0.767 -1.627
4 O -0.488 -1.391 -0.079
5 S -2.223 -1.583 0.167
6 C -0.276 0.896 1.017
7 O -1.487 1.038 1.272
8 O 0.710 1.258 1.645
9 H 1.762 -0.859 0.122
10 H 1.988 0.945 -0.686
11 H 1.727 -0.709 -1.550
12 H -2.120 -0.359 0.767

The SMILES is C[C@@](Cl)(OS)C(=O)[O-]. The HOMO energy is -4.595 eV. Its LUMO energy is 3.430 eV. The spin multiplicity is 1. The charge is -1. The value obtained for the relative energy (zero: lowest compared OMol25 entry of this formula, charge and spin) is 23.27 kcal/mol.

---

Record 11
Density functional theory data (ωB97M-V/def2-TZVPD) for the molecule C3H4ClOP in a non-equilibrium geometry.

Cartesian coordinates (Å):
1 C 1.864 -0.224 0.329
2 C -0.843 -0.925 0.144
3 C -0.989 0.538 -0.231
4 O 0.056 1.534 0.257
5 P 1.636 1.416 0.112
6 Cl 3.202 -1.211 -0.016
7 H -0.814 -1.686 -0.621
8 H -1.255 -1.153 1.184
9 H -0.998 0.749 -1.350
10 H -1.858 0.961 0.194

The HOMO energy (alpha / beta) is -8.364 / -8.362 eV. Its LUMO energy (alpha / beta) is -1.448 / -1.447 eV. The spin multiplicity is 1. The charge is 0. The value obtained for the relative energy (zero: lowest compared OMol25 entry of this formula, charge and spin) is 90.75 kcal/mol.

---

Record 12
Density functional theory data (ωB97M-V/def2-TZVPD) for a cluster of 2 separate species, C3H4ClP in total in a non-equilibrium geometry.

Cartesian coordinates (Å):
1 C -1.097 -0.827 0.210
2 C -0.068 -0.047 0.259
3 C 0.590 1.250 0.105
4 P 0.275 -1.869 0.699
5 Cl 0.939 -2.614 -1.071
6 H -2.907 -0.650 -0.408
7 H 0.200 1.763 -0.774
8 H 1.667 1.124 -0.003
9 H 0.400 1.870 0.984

The HOMO energy (alpha / beta) is -9.053 / -9.054 eV. Its LUMO energy (alpha / beta) is -0.788 / -0.789 eV. The spin multiplicity is 1. The charge is 0. The value obtained for the relative energy (zero: lowest compared OMol25 entry of this formula, charge and spin) is 69.51 kcal/mol.

---

Record 13
Density functional theory data (ωB97M-V/def2-TZVPD) for a structure of composition C3H4CrO3 in a non-equilibrium geometry.

Cartesian coordinates (Å):
1 O 1.957 0.428 0.070
2 C 1.785 -0.748 -0.193
3 C 0.487 -1.449 -0.014
4 H 0.324 -2.122 -0.869
5 H 0.458 -1.992 0.941
6 H 2.582 -1.514 0.020
7 Cr 0.295 1.731 0.002
8 O -0.476 -0.367 -0.031
9 C -1.762 -0.740 -0.014
10 O -2.422 0.370 -0.112
11 H -3.371 0.207 -0.027

The HOMO energy (alpha / beta) is -12.016 / -13.949 eV. Its LUMO energy (alpha / beta) is -4.482 / -4.535 eV. The spin multiplicity is 6. The charge is +1. The value obtained for the relative energy (zero: lowest compared OMol25 entry of this formula, charge and spin) is 48.84 kcal/mol.

---

Record 14
Density functional theory data (ωB97M-V/def2-TZVPD) for a structure of composition C3H4CrO4 in a non-equilibrium geometry.

Cartesian coordinates (Å):
1 C 1.055 2.168 -0.294
2 C 0.501 0.801 -0.327
3 O -0.900 0.867 -0.514
4 C -1.619 -0.288 -0.638
5 O -2.804 -0.146 -0.929
6 O -1.002 -1.378 -0.458
7 O 2.133 2.345 -1.102
8 Cr 0.450 -2.582 -0.005
9 H 0.403 3.030 -0.126
10 H 0.763 0.231 0.632
11 H 2.323 3.281 -1.218
12 H 0.961 0.173 -1.114

The HOMO energy (alpha / beta) is -3.040 / -1.278 eV. Its LUMO energy (alpha / beta) is 2.915 / 2.880 eV. The spin multiplicity is 6. The charge is -1. The value obtained for the relative energy (zero: lowest compared OMol25 entry of this formula, charge and spin) is 0.00 kcal/mol.

---

Record 15
Density functional theory data (ωB97M-V/def2-TZVPD) for a structure of composition C3H4CsO4 in a non-equilibrium geometry.

Cartesian coordinates (Å):
1 H -1.552 0.894 0.596
2 H -1.095 -1.507 -0.643
3 C -1.126 -0.414 -0.600
4 C -0.051 0.315 -0.083
5 O 1.033 -0.453 0.314
6 C 2.238 0.117 0.303
7 O 2.455 1.300 0.344
8 O 3.139 -0.840 0.173
9 Cs -7.053 -0.287 -0.123
10 O -2.217 0.091 -0.029
11 H 0.207 1.260 -0.568
12 H 4.023 -0.475 0.315

The HOMO energy is -10.800 eV. Its LUMO energy is -4.050 eV. The spin multiplicity is 1. The charge is +1. The value obtained for the relative energy (zero: lowest compared OMol25 entry of this formula, charge and spin) is 70.44 kcal/mol.

---

Record 16
Density functional theory data (ωB97M-V/def2-TZVPD) for a structure of composition C3H4CuNaO in a non-equilibrium geometry.

Cartesian coordinates (Å):
1 C -1.466 -0.454 0.304
2 C -1.281 0.889 0.013
3 C 1.292 -0.292 -0.676
4 O 1.935 -0.491 0.428
5 Cu 3.117 1.064 -0.344
6 H -2.095 -0.923 -0.482
7 H -0.658 1.545 0.644
8 H -1.716 1.405 -0.861
9 H 0.877 -1.276 -1.033
10 Na -0.004 -1.467 2.005

The HOMO energy is -6.724 eV. Its LUMO energy is -1.370 eV. The spin multiplicity is 1. The charge is 0. The value obtained for the relative energy (zero: lowest compared OMol25 entry of this formula, charge and spin) is 8.11 kcal/mol.

---

Record 17
Density functional theory data (ωB97M-V/def2-TZVPD) for a structure of composition C3H4DyO3 in a non-equilibrium geometry.

Cartesian coordinates (Å):
1 O -1.420 0.555 -0.434
2 C -0.195 0.893 -0.011
3 O 0.238 1.958 -0.515
4 Dy 2.226 1.608 0.975
5 O 3.298 0.004 -0.392
6 C 2.876 -1.033 -0.990
7 H 1.986 -1.455 -0.402
8 C -2.113 -0.442 0.304
9 H -1.687 -0.540 1.311
10 H -2.043 -1.406 -0.219
11 H -3.165 -0.141 0.372

The HOMO energy (alpha / beta) is -6.152 / -6.171 eV. Its LUMO energy (alpha / beta) is -0.648 / -1.780 eV. The spin multiplicity is 7. The charge is 0. The value obtained for the relative energy (zero: lowest compared OMol25 entry of this formula, charge and spin) is 57.25 kcal/mol.

---

Record 18
Density functional theory data (ωB97M-V/def2-TZVPD) for a structure of composition C3H4EuLiO4 in a non-equilibrium geometry.

Cartesian coordinates (Å):
1 O 0.257 -0.585 0.341
2 C -0.994 -0.988 0.846
3 C 0.442 0.379 -0.516
4 O -1.504 -1.852 0.134
5 O -1.460 -0.358 1.792
6 C 1.754 0.993 -0.626
7 Eu -2.789 -3.948 -0.420
8 H 2.253 0.642 -1.537
9 H 2.356 0.662 0.234
10 Li -0.862 0.390 3.421
11 O -0.497 1.149 -0.940
12 H -0.331 1.427 -1.879
13 H 1.373 2.088 -0.850

The HOMO energy (alpha / beta) is -22.200 / -22.272 eV. Its LUMO energy (alpha / beta) is -11.990 / -11.742 eV. The spin multiplicity is 8. The charge is +3. The value obtained for the relative energy (zero: lowest compared OMol25 entry of this formula, charge and spin) is 0.00 kcal/mol.

---

Record 19
Density functional theory data (ωB97M-V/def2-TZVPD) for the molecule C3H4F2 in a non-equilibrium geometry.

Cartesian coordinates (Å):
1 F 1.682 -0.315 -0.862
2 C 0.716 -0.023 0.161
3 C -0.391 -0.772 0.055
4 C -0.454 0.734 -0.099
5 F -0.758 1.200 -1.277
6 H 1.259 0.283 1.157
7 H -0.547 -1.418 -0.857
8 H -0.767 -1.028 0.973
9 H -0.740 1.338 0.749

The SMILES is F[C@@H]1C[C@@H]1F. The HOMO energy is -10.214 eV. Its LUMO energy is 0.969 eV. The spin multiplicity is 1. The charge is 0. The value obtained for the relative energy (zero: lowest compared OMol25 entry of this formula, charge and spin) is 44.54 kcal/mol.

---

Record 20
Density functional theory data (ωB97M-V/def2-TZVPD) for a structure of composition C3H4F2N2 in a non-equilibrium geometry.

Cartesian coordinates (Å):
1 C 0.504 1.867 -2.124
2 C 0.108 -0.166 -0.484
3 C 1.338 1.176 -1.128
4 N -0.292 2.193 -2.869
5 N 0.041 -0.011 0.866
6 F 2.383 0.545 -1.629
7 F 1.624 1.876 -0.031
8 H 0.583 -0.979 -0.883
9 H -0.844 0.125 -0.974
10 H 1.016 -0.311 1.315
11 H -0.060 0.976 1.024

The HOMO energy is -9.430 eV. Its LUMO energy is 0.737 eV. The spin multiplicity is 1. The charge is 0. The value obtained for the relative energy (zero: lowest compared OMol25 entry of this formula, charge and spin) is 30.30 kcal/mol.

---

Number 1: E_tot -20459.5250 eV. Number 2: E_tot -20460.1882 eV. Number 3: E_tot -29250.0049 eV. Number 4: E_tot -25843.5561 eV. Number 5: E_tot -44442.7333 eV. Number 6: E_tot -31003.5068 eV. Number 7: E_tot -21281.5321 eV. Number 8: E_tot -28017.8201 eV. Number 9: E_tot -38853.5783 eV. Number 10: E_tot -32676.3391 eV. Number 11: E_tot -27029.4349 eV. Number 12: E_tot -24982.5881 eV. Number 13: E_tot -37729.0860 eV. Number 14: E_tot -39785.0333 eV. Number 15: E_tot -11904.6310 eV. Number 16: E_tot -54272.8642 eV. Number 17: E_tot -33397.0156 eV. Number 18: E_tot -30871.4668 eV. Number 19: E_tot -8608.1825 eV. Number 20: E_tot -11588.7931 eV.